{"formula": "C25H46N2NiPS6Sb2", "method": "the ωB97M-V functional and the def2-TZVPD basis", "total_charge": 1, "multiplicity": 3, "relative_energy_kcal_mol": 0.00, "molar_mass_g_mol": 900.25, "symbols": ["Sb", "Sb", "Ni", "S", "S", "S", "S", "S", "S", "P", "N", "N", "C", "C", "C", "C", "C", "C", "C", "C", "C", "C", "C", "C", "C", "C", "C", "C", "C", "C", "C", "C", "C", "C", "C", "C", "C", "H", "H", "H", "H", "H", "H", "H", "H", "H", "H", "H", "H", "H", "H", "H", "H", "H", "H", "H", "H", "H", "H", "H", "H", "H", "H", "H", "H", "H", "H", "H", "H", "H", "H", "H", "H", "H", "H", "H", "H", "H", "H", "H", "H", "H", "H"], "positions_angstrom": [[1.12963, 0.59568, -1.18695], [-1.14139, 0.73226, 2.05888], [-0.97845, -0.53794, -0.17768], [0.59150, 6.82613, 0.48133], [0.69334, 5.15661, -2.02598], [-1.42205, 5.13089, 1.70482], [-0.39415, 7.50711, 3.17533], [-1.46636, 3.23266, -0.58447], [-2.98355, -0.10773, -1.18495], [-0.21745, -2.58624, 0.43802], [-2.08840, -1.84860, -2.98191], [-4.25033, -1.04701, -3.28501], [-3.10953, -1.08478, -2.58654], [0.10316, -3.95621, -0.74563], [-0.87887, 4.62196, 0.11656], [-2.17203, -3.05289, -3.80120], [2.16690, 1.98849, 0.09114], [0.08074, 5.47751, -0.45418], [2.86781, -0.48336, -1.81348], [1.07869, -3.59491, -1.86068], [1.76989, 1.33937, 2.52595], [3.38556, -0.07778, 3.66400], [-2.78765, -3.46623, 1.08590], [1.36964, -2.44688, 1.35129], [1.80397, -3.65292, 2.17798], [0.46171, 2.07386, 2.59260], [2.56274, 1.30225, 1.36623], [-4.39656, -1.28176, -4.71954], [4.17030, -0.11088, 2.52003], [-0.41982, 6.53423, 1.88329], [-2.86994, 1.84540, 2.62286], [-1.35581, -3.40722, 1.61738], [1.89982, 6.48218, -2.22998], [3.75908, 0.58219, 1.39441], [2.20778, 0.65002, 3.65918], [-1.06182, -0.41687, 3.86434], [0.94169, 1.69549, -3.00330], [0.09032, 2.36924, -2.95308], [3.28122, -1.07886, -1.00200], [-1.28581, -1.75325, -2.36930], [-1.01988, 0.25745, 4.71973], [-3.65005, 1.13339, 2.89209], [-0.98145, -4.40705, 1.84894], [2.69518, 6.41155, -1.49012], [1.51871, 2.84806, 0.24459], [0.46338, -4.82721, -0.19294], [2.12757, -2.20472, 0.60126], [-1.32430, -2.83207, 2.54509], [-3.44967, -3.93949, 1.81081], [2.60941, -1.14064, -2.64284], [2.32379, 6.33886, -3.22154], [4.38686, 0.58131, 0.51026], [1.85434, 2.26179, -3.18646], [-3.16927, -2.46579, 0.87276], [-0.19151, -1.07145, 3.88218], [-1.96656, -1.02006, 3.94055], [0.25857, 2.41136, 3.60968], [-1.37697, -3.72606, -3.48944], [1.61033, 0.70116, 4.56234], [-3.47286, -1.03249, -5.23793], [3.69837, -0.59634, 4.56089], [1.29711, -1.55494, 1.98235], [-3.21537, 2.45418, 1.79122], [1.17436, -4.40985, -2.57910], [-2.04363, -2.84689, -4.86226], [1.10481, -3.85451, 2.99012], [3.61937, 0.23086, -2.15048], [-0.87016, -4.23636, -1.15776], [2.78116, -3.46794, 2.62504], [-5.17602, -0.62043, -5.08878], [-3.12451, -3.55585, -3.64299], [1.41968, 7.45798, -2.18809], [5.10614, -0.65436, 2.51073], [2.07515, -3.38967, -1.46696], [-2.85008, -4.04453, 0.16181], [-4.96447, -0.48850, -2.84605], [0.79744, 0.98260, -3.81531], [1.88631, -4.55794, 1.57405], [0.76190, -2.70114, -2.40644], [0.42301, 2.93806, 1.93325], [-2.64959, 2.47543, 3.48386], [-4.67863, -2.30724, -4.95013], [3.04651, 2.31831, -0.46366]]}